Entry 1:
15
Properties=species:S:1:pos:R:3:forces:R:3 method="wB97M-V/def2-TZVPD" e_above_lowest_kj_mol=512.9 lumo_energy_ev="0.01 / 0.00" smiles="C/C(Cl)=C(/C)C1=C(Cl)O1" homo_ev="-7.4 / -7.4"
C 2.97682 0.16273 0.00366 -4.3 1.7 -1.1
C 0.30066 0.49458 -0.04563 -0.8 -2.0 0.7
C 1.70099 0.42261 -0.23572 2.2 -1.2 1.1
C -0.42819 -0.68353 0.13292 0.6 2.7 -0.8
C -0.23506 1.92567 -0.10881 0.4 -0.7 3.5
C -0.03724 -2.13658 0.25016 0.6 0.5 -0.3
O 2.74251 1.53144 0.07628 0.6 0.6 0.2
Cl 4.34099 -0.65826 -0.12573 1.8 -1.2 0.1
Cl -2.13445 -0.39650 0.12374 -0.8 -0.4 0.2
H 0.26356 2.63064 0.64129 -0.1 -1.2 -1.0
H -1.27486 1.98984 0.16617 -0.3 -0.1 -0.5
H 0.00415 2.22818 -1.05526 0.1 1.4 -2.5
H 0.56856 -2.44315 -0.65527 -0.2 0.3 1.2
H -0.97430 -2.73086 0.18133 0.8 0.3 0.6
H 0.52513 -2.21164 1.24281 -0.7 -0.6 -1.5

---

Entry 2:
56
Properties=species:S:1:pos:R:3:forces:R:3 method="wB97M-V/def2-TZVPD" e_above_lowest_kj_mol=1823.3 lumo_energy_ev=0.37 homo_ev=-7.5
C -5.18060 -1.95659 -0.81026 4.3 -1.4 -1.7
C -5.76045 -1.54502 0.39818 -3.8 2.0 2.6
C -6.82357 -0.36783 0.18148 -7.0 -6.1 2.3
C -6.41376 0.86391 -0.30918 -2.3 2.0 -5.3
C -5.63382 1.49394 0.61126 2.0 6.3 8.7
C -4.34423 0.99923 1.12403 3.3 -1.8 0.8
O -4.05168 0.60803 2.35246 -1.0 2.2 -7.0
N -3.50052 1.06178 -0.14302 -1.2 -0.7 4.0
C -2.24881 0.52207 -0.24140 2.9 -1.8 4.9
C -1.50989 0.56561 -1.38370 -12.3 4.5 0.3
C -0.34857 0.28543 -1.54399 11.3 -4.5 -3.1
C 0.28126 -0.47439 -0.62948 5.2 -5.9 5.7
C -0.25923 -0.87340 0.58161 -4.4 4.6 3.7
C -1.52583 -0.08415 0.92101 2.6 -0.7 -8.6
H -2.04220 -0.28968 1.71199 -2.6 -0.8 5.0
H 0.11239 -1.22438 1.65412 0.0 0.1 -3.1
N 1.67052 -1.29750 -0.72097 -5.5 7.9 -6.5
C 2.60573 -0.40844 -1.37447 -7.3 11.2 4.2
H 2.28785 0.43318 -2.23352 -0.2 -2.7 2.2
C 3.44983 0.50518 -0.32936 0.1 -1.6 -5.9
N 4.03663 -0.43734 0.42354 0.7 -5.0 5.3
C 5.28149 -0.61644 0.83802 2.8 2.6 -3.8
O 5.76008 -1.46089 1.51492 0.0 -2.7 2.9
C 6.34098 0.17883 0.08873 2.1 1.1 -6.8
C 6.58802 1.66590 0.33994 -1.7 -5.3 7.8
C 7.70431 2.36262 -0.16737 -4.3 -3.9 -8.2
H 7.75970 3.11571 0.33364 1.2 9.1 5.5
H 7.34267 2.68222 -1.21535 1.5 -0.5 0.9
H 8.50348 1.79773 -0.06794 4.1 -2.5 -0.4
H 6.95088 1.29912 1.68279 -0.9 1.7 -3.0
H 5.64866 2.13981 0.56609 -0.2 0.8 -0.4
H 6.08619 0.21942 -1.25762 0.2 -0.6 3.4
H 7.38254 -0.37174 -0.03128 -2.4 0.9 1.0
C 3.07199 -1.35465 1.19718 1.0 3.8 3.7
C 2.22055 -2.07447 0.20507 8.4 0.5 -2.8
H 1.53513 -2.40604 0.73619 -6.2 -5.0 4.3
H 2.94391 -2.68075 -0.51886 -1.2 -0.3 2.3
H 3.62450 -1.88521 2.15406 -1.1 0.8 -3.2
H 2.43877 -0.51225 1.82216 0.8 -2.1 -1.6
H 4.11426 1.17018 -0.87839 0.3 -0.3 0.0
H 2.89132 1.07018 0.24679 -3.4 3.0 2.6
H 3.16354 -0.96925 -1.75859 9.3 -7.8 -6.1
H 0.06637 0.12565 -2.50841 0.5 0.9 -1.0
H -2.09265 0.96949 -2.17057 -0.3 0.5 -1.3
H -3.95277 1.49693 -0.94672 0.4 -0.2 0.5
H -6.05954 1.64348 1.68912 -0.7 -0.5 -1.8
H -5.43124 2.58908 0.45844 0.0 -0.7 -0.6
H -5.75490 0.60933 -1.15676 -0.6 0.5 -0.6
H -7.30886 1.60028 -0.65044 2.0 -1.9 0.6
H -7.63271 -0.24328 1.20758 2.8 -0.2 -2.6
H -7.69095 -0.77704 -0.56196 2.1 0.4 1.4
H -6.37557 -2.36815 0.78677 0.5 0.3 0.8
H -4.97765 -1.13262 1.01597 -0.1 -0.7 1.0
H -4.50346 -2.88385 -0.61274 -0.6 1.8 -0.4
H -5.85334 -2.32262 -1.52057 -1.2 0.0 -1.5
H -4.58676 -1.05636 -1.10025 0.0 -1.3 -0.9

---

Entry 3:
58
Properties=species:S:1:pos:R:3:forces:R:3 method="wB97M-V/def2-TZVPD" e_above_lowest_kj_mol=6.8 lumo_energy_ev=0.25 smiles="CCOCCCNC(=O)[C@H](c1ccc(Cl)cc1)N(Cc1cccs1)C(=O)c1ccccn1" homo_ev=-8.6
C -3.52551 -0.47403 3.01969 -0.1 -0.1 -0.5
H -2.48564 -0.79063 2.99975 0.1 0.0 0.1
H -4.12309 -1.25839 3.47774 0.0 -0.1 0.1
H -3.60151 0.42595 3.62382 0.0 0.1 0.1
C -4.03500 -0.18515 1.60857 0.0 0.2 0.2
H -3.38199 0.55861 1.12675 -0.2 -0.1 0.1
O -4.13909 -1.32829 0.78988 -0.1 -0.2 -0.1
C -2.90206 -1.89541 0.42045 0.0 -0.2 -0.1
C -3.13382 -2.83230 -0.76261 0.2 0.2 0.3
C -1.86333 -3.59571 -1.13628 -0.3 -0.1 0.1
N -0.79171 -2.69873 -1.51001 -0.3 -0.1 -0.3
C 0.21818 -2.40663 -0.67078 0.3 0.2 -0.5
O 0.40757 -2.97471 0.38670 0.0 -0.1 0.4
C 1.04773 -1.21333 -1.17417 -0.1 -0.1 -0.2
N 0.35338 -0.02672 -0.65298 0.0 -0.1 -0.1
C -0.55689 0.55898 -1.45607 0.1 -0.2 0.0
O -0.84630 0.08140 -2.54825 -0.2 0.2 -0.3
C -1.17663 1.85574 -1.03506 -0.3 0.5 -0.3
N -1.63418 2.01041 0.20227 0.1 -0.3 -0.1
C -2.21065 3.15552 0.52286 -0.1 0.3 0.1
C -2.35929 4.20958 -0.36412 0.0 -0.1 -0.1
C -1.89470 4.04529 -1.65976 0.0 -0.1 0.1
C -1.30225 2.84436 -2.00778 0.0 -0.1 0.1
H -0.93779 2.65680 -3.00490 0.0 0.0 -0.1
H -1.99743 4.83677 -2.38738 0.0 0.1 0.0
H -2.83008 5.12764 -0.04983 0.0 0.1 0.0
H -2.56858 3.22118 1.54222 -0.1 0.1 0.1
C 0.66094 0.36650 0.70867 -0.1 0.2 0.5
C 1.86778 1.24381 0.78960 0.1 0.3 -0.1
C 2.93267 1.14765 1.62843 -0.3 0.0 -0.1
C 3.89737 2.15971 1.41972 0.1 0.2 -0.1
C 3.55034 3.01165 0.42557 -0.2 0.1 -0.2
S 2.02996 2.60661 -0.27236 0.2 -0.2 0.4
H 4.08686 3.86020 0.05102 0.2 0.2 0.0
H 4.81028 2.23764 1.98167 0.2 0.0 0.1
H 3.03151 0.37357 2.36743 0.0 -0.2 0.1
H -0.21301 0.88584 1.11566 0.3 -0.3 0.0
H 0.83367 -0.54265 1.29200 0.0 0.1 0.0
C 2.51244 -1.15281 -0.82262 0.1 -0.2 0.0
C 3.30555 -0.27069 -1.55280 0.0 -0.2 0.1
C 4.63818 -0.08874 -1.24251 0.0 0.0 0.0
C 5.19134 -0.81047 -0.19659 -0.3 -0.1 0.0
C 4.42965 -1.71933 0.51674 0.2 0.1 -0.1
C 3.09104 -1.88394 0.20504 0.0 -0.1 -0.1
H 2.49367 -2.58463 0.76578 0.0 0.0 0.0
H 4.87596 -2.28641 1.31851 0.1 0.0 0.1
Cl 6.85065 -0.56743 0.21948 0.2 0.0 0.1
H 5.24315 0.60864 -1.80020 0.1 0.1 0.0
H 2.86779 0.29449 -2.36309 -0.1 0.1 -0.1
H 0.95168 -1.16247 -2.26582 0.0 0.0 0.3
H -0.98110 -2.05957 -2.27335 0.2 0.1 0.1
H -1.50505 -4.17837 -0.28453 -0.1 0.0 -0.1
H -2.06662 -4.26938 -1.97343 0.0 0.0 0.1
H -3.48224 -2.24525 -1.61446 -0.1 0.0 0.0
H -3.91861 -3.54027 -0.49624 -0.1 0.0 0.0
H -2.19988 -1.09548 0.14051 0.0 -0.1 0.1
H -2.46276 -2.45896 1.25618 0.0 0.1 -0.1
H -5.05250 0.21239 1.65525 0.1 0.1 0.0